A cluster of 2 separate species, C5H13N2O in total at a distorted geometry, computed with ωB97M-V/def2-TZVPD.

Atoms and positions in Å:
O1 -1.2009 0.1684 3.1939
C1 -1.7996 0.7623 2.3027
C2 -1.1852 1.1572 0.9718
C3 -2.0293 0.5937 -0.1850
H1 -2.8508 1.0646 2.4480
H2 -0.1483 0.8160 1.0307
H3 -1.1733 2.2369 0.9293
H4 -2.0880 -0.5220 -0.1180
H5 -1.6251 0.8773 -1.1444
H6 -3.0720 0.9611 -0.0856
C4 2.4345 0.7269 -1.0010
N1 0.5664 -2.4667 -0.6855
C5 0.8560 -1.1754 -0.7697
N2 2.0512 -0.7041 -1.0151
H7 3.1766 0.8916 -0.2214
H8 1.5279 1.3241 -0.7758
H9 2.8755 1.0053 -2.0106
H10 1.2752 -3.1684 -0.6756
H11 -0.3781 -2.7276 -0.3819
H12 0.0049 -0.4781 -0.6244
H13 2.7824 -1.3431 -1.1824

Output
Net charge = +1
Energy = -382.8062 Eh
HOMO energy = -0.4738 Eh
Gap between HOMO and LUMO = 9.337 eV

These are the natural (NBO) partial charges, in e, on atoms 1 to 2:
1. O -0.50
2. C 0.43



A structure of composition C45H34LuN3O5S at a distorted geometry, computed with ωB97M-V/def2-TZVPD.

Atoms and positions in Å:
Lu1 -0.1051 -0.6668 -0.2736
C1 -2.4600 -0.4637 -4.3177
C2 -1.4827 -0.4193 -5.3066
C3 -0.1560 -0.2651 -4.9330
C4 0.1818 -0.1578 -3.5777
C5 -0.7707 -0.2141 -2.5583
C6 -2.0949 -0.3717 -2.9799
C7 1.6152 -0.0547 -3.1927
C8 2.5789 0.4684 -4.1038
C9 3.8995 0.4068 -3.8120
C10 4.3212 -0.1686 -2.5888
C11 5.6841 -0.3437 -2.2502
C12 6.0383 -0.8674 -1.0394
C13 5.0333 -1.2129 -0.1071
C14 3.7108 -1.0548 -0.4157
C15 3.3136 -0.5532 -1.6799
N1 1.9739 -0.4817 -1.9939
H1 -3.5027 -0.5827 -4.5945
H2 -1.7499 -0.5195 -6.3539
H3 0.6142 -0.2722 -5.6983
H4 -2.8842 -0.4308 -2.2318
H5 2.2352 0.9295 -5.0182
H6 4.6434 0.8017 -4.5003
H7 6.4435 -0.0634 -2.9758
H8 7.0840 -1.0249 -0.7944
H9 5.3193 -1.6053 0.8631
H10 2.9319 -1.3201 0.2824
S1 -3.4167 1.7077 2.4063
C16 -3.6669 2.2329 0.7996
C17 -2.8393 1.5997 -0.0748
C18 -1.9487 0.6438 0.5242
C19 -2.1710 0.6082 1.8739
C20 -1.4801 -0.2568 2.8320
C21 -1.4939 -0.0225 4.2143
C22 -0.8290 -0.8769 5.0649
C23 -0.1845 -1.9861 4.5310
C24 -0.2149 -2.1478 3.1608
N2 -0.8132 -1.3045 2.3124
H11 -4.4231 2.9791 0.5881
H12 -2.8565 1.8116 -1.1399
H13 -2.0283 0.8375 4.5968
H14 -0.8106 -0.6871 6.1319
H15 0.3268 -2.7069 5.1568
H16 0.2481 -3.0249 2.7129
C25 6.1157 1.6203 2.8594
O1 5.2978 0.4632 3.0352
C26 5.6072 -0.3931 4.0119
C27 6.7085 -0.2488 4.8476
C28 7.0274 -1.2379 5.7667
C29 6.2511 -2.3801 5.8619
C30 5.1329 -2.5081 5.0533
C31 4.7837 -1.5183 4.1477
N3 3.6465 -1.7569 3.3036
C32 2.7697 -0.9318 2.7554
C33 2.4204 0.3591 3.1175
C34 2.7821 0.9708 4.3521
C35 2.2038 2.1351 4.7346
C36 1.2390 2.7534 3.8803
C37 0.8968 2.2232 2.6748
C38 1.5040 1.0115 2.2233
O2 1.2531 0.5299 1.0836
H17 5.6709 2.1774 2.0405
H18 7.1378 1.3424 2.5960
H19 6.1212 2.2405 3.7585
H20 7.3348 0.6298 4.7637
H21 7.8964 -1.1123 6.4024
H22 6.5108 -3.1674 6.5571
H23 4.4992 -3.3864 5.1320
H24 3.5254 -2.7232 3.0467
H25 2.1887 -1.3777 1.9555
H26 3.4989 0.4799 5.0047
H27 2.4620 2.5918 5.6814
H28 0.7520 3.6645 4.2128
H29 0.1573 2.6878 2.0302
O3 1.9474 -4.7465 1.3654
C39 0.8791 -5.4049 0.8408
C40 0.7861 -6.7752 1.0506
C41 -0.2616 -7.4874 0.4935
C42 -1.2407 -6.8524 -0.2709
C43 -1.1671 -5.4852 -0.4558
C44 -0.1166 -4.7494 0.0957
C45 -0.0752 -3.2820 -0.0871
O4 0.9810 -2.6520 0.3030
O5 -1.0407 -2.6394 -0.5787
H30 1.9129 -3.8497 0.9774
H31 1.5522 -7.2661 1.6409
H32 -0.3137 -8.5608 0.6522
H33 -2.0517 -7.4217 -0.7072
H34 -1.9206 -4.9465 -1.0193

Output
Energy = -3909.5437 Eh
HOMO energy = -0.2781 Eh
Gap between HOMO and LUMO = 6.668 eV

These are the Mulliken partial charges, in e, on atoms 1 to 2:
1. Lu 1.27
2. C -0.85